Formula: C4H7N3
Source: the Open Molecules 2025 dataset
Level of theory: ωB97M-V/def2-TZVPD

The geometry in XYZ format:
```
14
C4H7N3 ωB97M-V/def2-TZVPD
N 1.3031 0.2379 -0.6990
H 2.8736 -0.3520 0.5885
C -2.2563 -0.6327 0.2663
C -0.0851 0.0286 -0.3899
H 1.7750 0.9205 1.1977
H 1.6475 -0.0982 -1.5939
H -0.4471 -1.9162 0.3901
H -3.7015 0.5877 0.0920
H -2.8888 -1.4278 0.6792
C 2.3047 0.5454 0.3210
H 2.9816 1.3177 -0.0538
N 0.0552 1.2241 -0.8450
N -2.7019 0.5209 -0.0731
C -0.8598 -0.9557 0.1199
```

Calculated values
HOMO level: -7.62 eV
LUMO level: 0.027 Eh
Frontier orbital gap: 0.3065 Ha
Net charge: 0
Relative energy (zero: lowest compared OMol25 entry of this formula, charge and spin): 84.5 kcal per mole
2S+1: 1